1.
Entry from the Open Molecules 2025 dataset: a 5-piece molecular cluster, C26H44B2N4O2 overall (the ωB97M-V functional and the def2-TZVPD basis).

* LUMO energy: 0.44 eV
* electronic energy: -1436.37763 Eh
* F_max: 1.158 eV Å⁻¹
* net charge: 0
* E_HOMO: -8.00 eV
* spin multiplicity: 1

Cartesian coordinates (Å):
C 4.667 1.525 -0.529
C 3.367 1.888 0.228
C 2.144 1.945 -0.720
C 1.998 3.374 -1.281
B 0.834 1.388 -0.013
C 0.813 -0.005 0.758
C 0.403 -1.211 -0.119
C 1.473 -1.810 -1.039
C 2.842 -1.927 -0.396
C 1.596 -1.113 -2.403
C -0.525 2.193 -0.032
B -1.486 1.710 -1.184
O -2.514 0.854 -0.923
O -1.330 2.177 -2.487
H 5.339 0.970 0.118
H 5.159 2.429 -0.873
H 4.444 0.891 -1.381
H 3.472 2.866 0.682
H 3.225 1.159 1.021
H 2.320 1.302 -1.583
H 2.125 4.111 -0.494
H 1.029 3.539 -1.741
H 2.731 3.547 -2.065
H 0.043 0.089 1.525
H 1.731 -0.217 1.299
H -0.474 -0.983 -0.722
H 0.096 -2.005 0.559
H 1.148 -2.827 -1.247
H 3.319 -0.964 -0.245
H 3.493 -2.473 -1.079
H 2.821 -2.504 0.525
H 2.507 -0.532 -2.489
H 1.650 -1.860 -3.192
H 0.731 -0.492 -2.621
H -0.362 3.263 -0.120
H -1.024 2.025 0.923
H -2.376 0.432 -0.056
H -0.670 1.617 -2.931
C 5.768 0.136 3.704
C 4.796 -0.774 3.208
C 3.950 -1.078 4.236
N 4.365 -0.376 5.336
C 5.476 0.362 5.022
H 6.578 0.583 3.153
H 4.722 -1.159 2.204
H 3.085 -1.718 4.277
H 3.923 -0.397 6.237
H 5.951 0.990 5.756
C -0.628 2.645 3.667
C -1.331 1.430 3.890
C -0.469 0.569 4.516
N 0.725 1.218 4.679
C 0.638 2.482 4.165
H -1.008 3.536 3.195
H -2.352 1.214 3.623
H -0.602 -0.443 4.857
H 1.545 0.822 5.101
H 1.479 3.153 4.196
C -3.399 -1.892 -2.599
C -3.572 -3.271 -2.896
C -2.501 -3.665 -3.654
N -1.690 -2.576 -3.825
C -2.229 -1.492 -3.187
H -4.055 -1.265 -2.020
H -4.389 -3.902 -2.586
H -2.246 -4.620 -4.080
H -0.830 -2.573 -4.342
H -1.741 -0.536 -3.204
C -8.409 -0.490 -1.993
C -8.581 -1.869 -2.289
C -7.506 -2.261 -3.043
N -6.696 -1.174 -3.213
C -7.235 -0.092 -2.577
H -9.069 0.136 -1.417
H -9.399 -2.500 -1.983
H -7.250 -3.216 -3.469
H -5.831 -1.173 -3.725
H -6.740 0.864 -2.592

=====

2.
Entry from the Open Molecules 2025 dataset: a 2-piece molecular cluster, C28H25F3O5 overall (the ωB97M-V functional and the def2-TZVPD basis).

* LUMO energy: -3.39 eV
* electronic energy: -1757.66107 Eh
* F_max: 1.958 eV Å⁻¹
* net charge: 0
* E_HOMO: -6.93 eV
* spin multiplicity: 1
* energy above the lowest of the compared OMol25 structures with the same formula, charge and spin: 30.32 kcal/mol

Cartesian coordinates (Å):
C -5.311 -2.481 2.471
O -4.772 -1.204 2.863
C -3.647 -0.750 2.260
C -3.143 0.474 2.755
C -1.962 0.959 2.241
C -1.284 0.324 1.216
C 0.032 0.966 0.812
C 1.120 0.435 1.646
C 1.595 -0.875 1.151
O 1.111 -1.497 0.226
O 2.760 -1.355 1.715
C 3.012 -0.842 3.038
C 1.929 -1.296 4.005
C 4.361 -1.435 3.452
O 3.120 0.593 2.953
C 2.243 1.225 2.102
O 2.498 2.360 1.731
C -1.770 -0.888 0.722
C -2.949 -1.432 1.231
H -6.188 -2.593 3.107
H -5.603 -2.482 1.411
H -4.594 -3.291 2.660
H -3.673 0.991 3.548
H -1.499 1.834 2.673
H 0.261 0.697 -0.229
H -0.002 2.045 0.977
H 0.945 -0.925 3.702
H 1.917 -2.394 4.022
H 2.161 -0.920 5.010
H 5.132 -1.152 2.733
H 4.651 -1.080 4.443
H 4.289 -2.527 3.477
H -1.208 -1.431 -0.037
H -3.323 -2.386 0.859
F -2.476 1.297 8.925
C -3.235 2.016 8.047
F -4.261 1.209 7.638
F -3.803 3.048 8.762
C -2.421 2.516 6.898
C -2.989 2.531 5.630
C -2.234 2.994 4.571
C -0.836 3.261 4.714
C -0.002 3.419 3.559
C 1.204 4.186 3.628
C 1.394 5.285 2.744
C 2.500 6.110 2.871
C 3.442 5.876 3.890
C 3.280 4.786 4.759
C 2.192 3.938 4.612
C -0.384 3.428 6.057
C -1.141 3.012 7.131
H -4.015 2.204 5.482
H -2.712 3.125 3.597
H -0.460 3.360 2.572
H 0.642 5.450 1.965
H 2.634 6.941 2.177
H 4.288 6.548 4.019
H 4.002 4.586 5.553
H 2.089 3.044 5.240
H 0.580 3.874 6.263
H -0.755 3.089 8.142

=====

Please write out number 1 again, unchanged.
Entry from the Open Molecules 2025 dataset: a 5-piece molecular cluster, C26H44B2N4O2 overall (the ωB97M-V functional and the def2-TZVPD basis).

* LUMO energy: 0.44 eV
* electronic energy: -1436.37763 Eh
* F_max: 1.158 eV Å⁻¹
* net charge: 0
* E_HOMO: -8.00 eV
* spin multiplicity: 1

Cartesian coordinates (Å):
C 4.667 1.525 -0.529
C 3.367 1.888 0.228
C 2.144 1.945 -0.720
C 1.998 3.374 -1.281
B 0.834 1.388 -0.013
C 0.813 -0.005 0.758
C 0.403 -1.211 -0.119
C 1.473 -1.810 -1.039
C 2.842 -1.927 -0.396
C 1.596 -1.113 -2.403
C -0.525 2.193 -0.032
B -1.486 1.710 -1.184
O -2.514 0.854 -0.923
O -1.330 2.177 -2.487
H 5.339 0.970 0.118
H 5.159 2.429 -0.873
H 4.444 0.891 -1.381
H 3.472 2.866 0.682
H 3.225 1.159 1.021
H 2.320 1.302 -1.583
H 2.125 4.111 -0.494
H 1.029 3.539 -1.741
H 2.731 3.547 -2.065
H 0.043 0.089 1.525
H 1.731 -0.217 1.299
H -0.474 -0.983 -0.722
H 0.096 -2.005 0.559
H 1.148 -2.827 -1.247
H 3.319 -0.964 -0.245
H 3.493 -2.473 -1.079
H 2.821 -2.504 0.525
H 2.507 -0.532 -2.489
H 1.650 -1.860 -3.192
H 0.731 -0.492 -2.621
H -0.362 3.263 -0.120
H -1.024 2.025 0.923
H -2.376 0.432 -0.056
H -0.670 1.617 -2.931
C 5.768 0.136 3.704
C 4.796 -0.774 3.208
C 3.950 -1.078 4.236
N 4.365 -0.376 5.336
C 5.476 0.362 5.022
H 6.578 0.583 3.153
H 4.722 -1.159 2.204
H 3.085 -1.718 4.277
H 3.923 -0.397 6.237
H 5.951 0.990 5.756
C -0.628 2.645 3.667
C -1.331 1.430 3.890
C -0.469 0.569 4.516
N 0.725 1.218 4.679
C 0.638 2.482 4.165
H -1.008 3.536 3.195
H -2.352 1.214 3.623
H -0.602 -0.443 4.857
H 1.545 0.822 5.101
H 1.479 3.153 4.196
C -3.399 -1.892 -2.599
C -3.572 -3.271 -2.896
C -2.501 -3.665 -3.654
N -1.690 -2.576 -3.825
C -2.229 -1.492 -3.187
H -4.055 -1.265 -2.020
H -4.389 -3.902 -2.586
H -2.246 -4.620 -4.080
H -0.830 -2.573 -4.342
H -1.741 -0.536 -3.204
C -8.409 -0.490 -1.993
C -8.581 -1.869 -2.289
C -7.506 -2.261 -3.043
N -6.696 -1.174 -3.213
C -7.235 -0.092 -2.577
H -9.069 0.136 -1.417
H -9.399 -2.500 -1.983
H -7.250 -3.216 -3.469
H -5.831 -1.173 -3.725
H -6.740 0.864 -2.592

=====

The lowest LUMO energy belongs to which entry? C28H25F3O5